{"formula": "C4H3NO", "method": "ωB97M-V with the def2-TZVPD basis set", "smiles": "O=C1C=CN=C1", "relative_energy_kcal_mol": 15.19, "e_tot_ev": -7732.08530, "lumo_energy_ev": -1.13, "fmax_ev_per_a": 3.3, "elements": ["O", "C", "C", "C", "N", "C", "H", "H", "H"], "positions_angstrom": [[-1.818, -0.930, 0.910], [-0.884, -0.356, 0.365], [0.479, -0.011, 0.971], [1.167, 0.423, -0.031], [0.458, 0.420, -1.384], [-0.752, 0.064, -1.103], [0.667, -0.193, 2.023], [2.132, 0.808, 0.097], [-1.448, -0.226, -1.848]]}

---

{"formula": "C36H58Br2ClFN7O6P2", "method": "ωB97M-V with the def2-TZVPD basis set", "total_charge": -1, "e_tot_ev": -234887.71318, "lumo_energy_ev": 1.89, "fmax_ev_per_a": 4.5, "elements": ["C", "C", "O", "C", "C", "O", "P", "C", "N", "C", "C", "C", "N", "O", "C", "F", "C", "C", "O", "C", "Cl", "C", "C", "Br", "C", "C", "P", "O", "Br", "O", "H", "H", "H", "H", "H", "H", "H", "H", "H", "H", "H", "H", "H", "H", "H", "H", "H", "H", "H", "H", "H", "H", "H", "H", "H", "H", "H", "H", "H", "H", "H", "H", "H", "N", "C", "C", "C", "C", "H", "H", "H", "H", "H", "N", "C", "C", "C", "C", "H", "H", "H", "H", "H", "N", "C", "C", "C", "C", "H", "H", "H", "H", "H", "N", "C", "C", "C", "C", "H", "H", "H", "H", "H", "N", "C", "C", "C", "C", "H", "H", "H", "H", "H"], "positions_angstrom": [[-0.562, -2.901, -3.806], [-1.057, -1.463, -3.300], [-0.062, -0.689, -2.604], [1.031, -0.295, -3.462], [1.209, 1.319, -3.564], [1.152, 2.011, -2.332], [2.526, 2.900, -1.839], [4.082, 3.826, -1.086], [5.335, 3.661, -1.942], [1.493, 4.297, -0.964], [-0.078, 3.988, -0.922], [-0.773, 5.252, -0.181], [-2.062, 5.129, 0.560], [-0.255, 6.403, -0.174], [2.681, 4.046, -3.398], [3.565, 3.510, -4.418], [1.300, 4.616, -3.952], [1.439, 5.083, -5.501], [3.749, 1.731, -2.343], [3.852, 0.628, -1.438], [5.658, 0.282, -1.395], [3.066, 0.907, -0.036], [4.006, 0.963, 1.268], [4.563, -0.838, 1.941], [3.385, 1.745, 2.514], [4.563, 2.484, 3.368], [1.505, -0.210, 0.180], [0.963, -0.156, 1.811], [2.023, -2.406, -0.172], [2.438, 2.174, -0.221], [-1.441, -3.644, -3.837], [0.325, -3.329, -3.240], [-0.240, -2.775, -4.907], [-1.434, -0.804, -4.169], [-1.896, -1.663, -2.535], [0.720, -0.603, -4.534], [2.015, -0.838, -3.267], [2.095, 1.486, -4.250], [0.282, 1.646, -4.179], [4.386, 3.384, -0.063], [3.884, 4.935, -0.885], [5.523, 4.571, -2.387], [6.128, 3.368, -1.351], [1.764, 5.340, -1.320], [1.846, 4.245, 0.133], [-0.348, 3.034, -0.345], [-0.579, 3.903, -1.938], [-1.937, 4.568, 1.411], [-2.780, 4.742, -0.064], [3.246, 4.968, -2.991], [0.410, 3.917, -3.893], [1.014, 5.573, -3.381], [0.769, 6.002, -5.611], [1.049, 4.295, -6.234], [2.505, 5.426, -5.740], [3.423, -0.385, -1.745], [4.991, 1.501, 1.008], [2.642, 2.565, 2.256], [2.882, 0.999, 3.228], [4.144, 3.476, 3.781], [5.440, 2.761, 2.693], [4.844, 1.822, 4.247], [0.288, 0.551, 1.932], [-3.676, 8.528, 2.997], [-3.187, 7.263, 2.810], [-3.443, 6.539, 3.949], [-4.116, 7.398, 4.855], [-4.248, 8.618, 4.239], [-3.623, 9.276, 2.326], [-2.700, 6.989, 1.886], [-3.177, 5.505, 4.112], [-4.465, 7.150, 5.846], [-4.697, 9.540, 4.576], [-2.386, 0.795, 3.465], [-3.582, 1.178, 4.013], [-4.457, 0.127, 3.894], [-3.763, -0.931, 3.256], [-2.487, -0.491, 3.005], [-1.562, 1.370, 3.410], [-3.706, 2.163, 4.438], [-5.484, 0.120, 4.231], [-4.154, -1.907, 3.008], [-1.644, -0.981, 2.540], [-3.730, -5.474, -4.606], [-3.254, -6.745, -4.783], [-3.513, -7.458, -3.638], [-4.175, -6.586, -2.739], [-4.298, -5.370, -3.364], [-3.672, -4.731, -5.283], [-2.772, -7.032, -5.705], [-3.256, -8.493, -3.467], [-4.524, -6.822, -1.745], [-4.738, -4.441, -3.033], [2.036, -5.724, 1.017], [2.497, -6.997, 0.813], [2.242, -7.727, 1.948], [1.599, -6.863, 2.868], [1.483, -5.634, 2.264], [2.094, -4.969, 0.351], [2.966, -7.272, -0.119], [2.490, -8.768, 2.098], [1.257, -7.112, 3.862], [1.057, -4.706, 2.614], [-1.896, -7.577, 3.483], [-1.880, -8.630, 4.357], [-3.144, -9.166, 4.399], [-3.951, -8.411, 3.512], [-3.153, -7.440, 2.959], [-1.104, -6.994, 3.258], [-0.974, -8.906, 4.874], [-3.453, -10.008, 5.000], [-4.999, -8.562, 3.301], [-3.370, -6.664, 2.241]]}

---

Q: Which HOMO-LUMO gap values were calculated for the entries above? A: 0.3323, 0.2541, in Ha.